Formula: C3H8OSSi
Source: OMol25
Level of theory: ωB97M-V/def2-TZVPD

Geometry as XYZ:
```
14
C3H8OSSi | OMol25 | ωB97M-V/def2-TZVPD
H 1.180 0.636 1.505
H 2.922 0.898 -0.512
Si 2.297 0.161 0.678
C -2.569 0.730 -0.205
C 1.294 -1.284 -0.180
H -3.058 0.128 0.614
H 1.396 -2.253 0.274
H -2.572 1.717 0.186
S -0.766 -1.254 0.081
O -0.320 1.088 -0.928
H 1.160 -1.400 -1.300
H 3.412 -0.268 1.470
C -1.160 0.341 -0.478
H -3.216 0.759 -1.206
```

Summary:
HOMO-LUMO gap	10.00	eV
highest occupied orbital energy	-9.447	eV
LUMO level	0.55	eV
total charge	0
SMILES string	CC(=O)SC[SiH3]
F_max	3.1	eV/A

***

Formula: C18H29N3O10P2PdSi2
Source: OMol25
Level of theory: ωB97M-V/def2-TZVPD

Geometry as XYZ:
```
65
C18H29N3O10P2PdSi2 | OMol25 | ωB97M-V/def2-TZVPD
P -1.146 2.504 -1.832
C 0.430 -2.881 1.522
H 3.873 -2.812 -2.077
O -1.726 1.231 -1.287
H 0.339 4.136 -3.190
O 0.217 -0.470 -2.521
H -4.729 -3.418 2.994
C -3.038 2.489 0.802
C -1.072 2.189 2.960
N 4.328 -1.742 0.390
H -0.207 3.577 -0.144
C -0.112 2.084 -3.292
H 3.633 -0.447 3.841
H -0.140 -3.788 1.751
O -1.943 3.691 -2.206
O 2.207 0.273 3.512
C 3.995 -1.203 1.608
H 1.108 -0.391 -4.914
C -1.010 1.949 -4.515
Si -0.727 -1.816 0.491
H -0.286 -2.838 -1.748
H -0.411 1.814 -5.418
O 4.540 -0.864 3.905
H 1.624 3.060 -2.857
C 2.769 -0.623 1.407
N 2.368 -0.820 0.120
C -1.159 -2.635 -1.134
C -3.036 -2.686 1.901
H -5.390 -1.179 3.802
H 3.752 -1.094 -2.520
H -2.648 3.440 0.444
C -3.788 -0.179 2.787
H -3.675 2.061 0.036
P 1.028 0.671 -3.027
H -1.636 1.065 -4.392
H 2.286 -2.022 -2.233
H 0.679 -2.419 2.478
H 1.123 3.351 -4.434
C -4.151 -2.548 2.710
C -2.280 -1.575 1.522
O 0.885 0.734 1.793
H -4.101 0.797 3.145
O 5.973 -1.944 2.584
O 0.074 2.953 -0.823
Pd 0.081 0.270 -0.019
H -1.665 2.814 -4.622
N 0.812 3.270 -3.466
H -2.756 -3.677 1.561
C 3.323 -1.493 -0.481
H -0.541 1.561 3.666
H -1.964 2.617 3.435
H -3.639 2.716 1.693
C 3.318 -1.889 -1.911
H 5.197 -2.227 0.225
H 1.345 -3.173 1.009
Si -1.779 1.275 1.482
H -1.658 -3.578 -0.881
O 2.158 1.275 -2.269
O 1.569 0.361 -4.527
C 4.925 -1.361 2.746
H -1.843 -2.016 -1.710
C -4.524 -1.290 3.162
C 1.910 0.159 2.323
C -2.666 -0.307 1.964
H -0.423 3.018 2.681
```

Summary:
HOMO-LUMO gap	8.19	eV
highest occupied orbital energy	-9.097	eV
LUMO level	-0.91	eV
total charge	0
F_max	1.6	eV/A

***

Formula: C16H30AsCsO2
Source: OMol25
Level of theory: ωB97M-V/def2-TZVPD

Geometry as XYZ:
```
50
C16H30AsCsO2 | OMol25 | ωB97M-V/def2-TZVPD
H 4.022 -2.865 1.490
H -5.487 1.159 -0.726
As -3.351 1.406 0.597
H 0.464 -3.159 -3.226
C -4.488 1.049 2.100
H -0.661 -1.873 -2.803
C 2.603 -1.706 0.309
H -0.570 1.710 3.708
C -1.615 1.616 3.377
H 2.127 -4.328 0.455
Cs -0.681 -0.542 0.651
C 1.569 -0.593 -2.040
H -5.008 0.128 1.843
H 2.368 -2.937 2.076
H 3.738 1.554 -2.337
H 2.058 2.046 -2.186
H 1.763 0.652 -3.800
H 0.434 -3.872 0.596
H -0.496 -3.265 -1.756
H -1.573 3.089 1.271
H -5.290 2.868 -0.265
H 3.122 2.145 -0.800
C 3.026 -0.440 -0.109
H -4.327 2.175 -1.594
C -2.390 3.074 0.564
H -2.156 1.134 4.209
H 3.667 0.953 1.442
O -1.712 0.916 2.181
C 2.871 1.539 -1.668
H 4.765 -0.394 1.179
C 2.483 0.131 -1.266
H -3.927 0.924 3.015
H 4.705 0.920 0.024
C 4.092 0.298 0.675
H -3.088 3.893 0.743
H 3.320 -1.495 2.341
C 1.308 -3.836 -0.064
C 1.689 -2.427 -0.465
C 1.038 -0.014 -3.335
C 0.062 -2.578 -2.390
H 1.075 -4.440 -0.939
H -5.218 1.855 2.183
H 0.812 -0.795 -4.059
H -2.020 3.156 -0.457
C 1.148 -1.857 -1.620
C -4.772 1.974 -0.620
H 0.116 0.559 -3.186
O -2.708 0.123 -0.264
H -2.009 2.650 3.327
C 3.105 -2.280 1.617
```

Summary:
HOMO-LUMO gap	8.01	eV
highest occupied orbital energy	-7.874	eV
LUMO level	0.14	eV
total charge	0
F_max	4.8	eV/A

***

Formula: C4H6N2O
Source: OMol25
Level of theory: ωB97M-V/def2-TZVPD

Geometry as XYZ:
```
13
C4H6N2O | OMol25 | ωB97M-V/def2-TZVPD
H 3.196 -0.790 0.246
H -3.168 -0.164 0.530
C 0.027 -0.617 0.277
C -2.201 0.182 0.164
N 0.365 0.577 -0.375
H -1.924 1.119 0.660
N 1.737 0.494 -0.514
C 1.090 -1.436 0.653
C 2.120 -0.637 0.177
H 2.234 1.376 -0.513
H -2.279 0.360 -0.918
O -1.275 -0.855 0.458
H -0.077 0.663 -1.287
```

Summary:
HOMO-LUMO gap	8.35	eV
highest occupied orbital energy	-7.719	eV
LUMO level	0.63	eV
total charge	0
SMILES string	COC1=C=CNN1
F_max	0.5	eV/A

***

Formula: C37H34N4O6P2S2Tc
Source: OMol25
Level of theory: ωB97M-V/def2-TZVPD

Geometry as XYZ:
```
86
C37H34N4O6P2S2Tc | OMol25 | ωB97M-V/def2-TZVPD
O 1.479 -1.249 -0.241
H -2.257 -2.209 4.012
H 3.159 -4.173 -2.817
H 2.188 4.833 6.060
C 2.964 0.568 -3.688
O -0.362 -0.909 2.539
C 1.564 -2.080 2.945
O 4.308 0.990 -1.810
C -0.006 -2.888 -2.808
P -1.707 -1.805 -0.854
H -1.233 -3.646 4.093
H -0.729 -1.008 5.316
C 2.265 -3.699 -2.435
H 2.126 -2.676 3.665
H 1.704 -0.311 -5.120
C 2.045 4.964 1.860
H -4.480 4.047 -1.954
C -3.440 3.936 -1.679
C -1.319 4.904 -1.103
H -1.531 -2.404 1.688
P -0.729 0.920 -0.966
C 0.583 -3.412 0.686
C -0.231 -1.760 4.708
C -4.812 -4.329 -3.146
H 0.390 -2.375 5.359
O 2.407 -0.075 1.938
H 0.550 -3.992 2.652
C 1.334 4.867 4.108
C 2.585 -1.341 2.089
C 1.865 1.490 -1.603
H -0.700 5.774 -0.926
C -0.778 3.640 -0.944
N 1.263 3.937 1.543
C -2.649 5.055 -1.474
H 1.482 6.388 5.621
H -3.945 -1.088 -2.792
C -1.242 -2.579 3.876
H -5.614 -2.487 -3.892
H -3.552 1.815 -1.689
H 3.071 -3.419 -0.483
C 0.613 0.963 -2.178
C 3.100 1.284 -2.412
C -1.566 2.513 -1.172
C 2.118 5.481 3.138
O 3.481 -1.988 1.548
C -0.774 -2.289 2.454
H 1.213 -3.812 -4.328
C 2.223 -3.298 -1.148
N 0.554 3.832 3.805
C 1.771 0.195 -4.167
H 3.887 0.346 -4.208
C 0.601 -1.098 3.615
C 1.162 -3.492 -3.297
C 1.354 5.309 5.540
H -0.371 -0.012 -3.750
H -2.757 0.094 -1.670
H -3.782 -5.993 -2.261
H 2.705 1.846 0.222
H 4.364 1.436 -0.958
S -0.549 2.060 2.212
Tc 0.615 0.495 0.934
H 2.438 -1.277 -0.045
C 0.567 0.390 -3.388
C -0.130 -2.464 -1.519
H 0.249 3.527 -0.613
C -3.820 -4.917 -2.371
H -0.851 -2.771 -3.477
H 2.630 5.386 1.049
H 1.042 -0.141 3.872
C 0.569 -3.014 2.172
H 0.433 5.007 6.033
C 1.035 -2.587 -0.560
N 1.858 1.504 -0.212
H -3.070 6.044 -1.596
C 0.552 3.414 2.540
C -2.902 -2.739 -1.872
O 0.089 -4.484 0.424
C -2.876 -4.130 -1.736
H -2.099 -4.596 -1.137
C -2.901 2.666 -1.527
S 2.558 3.060 -2.471
C -3.899 -2.160 -2.649
H -5.553 -4.945 -3.640
H 2.752 6.325 3.372
C -4.849 -2.952 -3.284
N -1.801 -0.233 -1.620
```

Summary:
spin multiplicity	4
HOMO-LUMO gap (spin up / spin down)	7.47 / 6.27	eV
highest occupied orbital energy (spin up / spin down)	-7.261 / -7.792	eV
LUMO level (spin up / spin down)	0.21 / -1.52	eV
total charge	0
F_max	0.5	eV/A

***

Formula: C21H16BrN4O5V
Source: OMol25
Level of theory: ωB97M-V/def2-TZVPD

Geometry as XYZ:
```
48
C21H16BrN4O5V | OMol25 | ωB97M-V/def2-TZVPD
C 4.629 3.149 -1.158
N 3.773 0.913 -1.782
O 0.096 2.600 -0.295
H 1.022 -4.252 0.444
O -1.945 0.595 -0.770
H -4.401 1.085 -1.332
C 0.908 -2.064 0.112
H 1.254 -0.078 4.565
H -6.140 -0.631 -1.778
C 3.546 2.123 -1.185
C -2.526 -1.710 -0.922
V -0.284 0.818 -0.227
H 3.037 -1.119 -3.363
O 4.345 4.306 -0.597
H 4.653 0.682 -2.227
H 3.067 -1.946 -1.804
H 1.865 -1.651 0.372
H 1.424 -0.289 2.130
C -2.873 -0.360 -0.986
Br -0.761 1.074 6.366
H -5.548 -3.037 -1.707
C -0.449 0.721 1.736
H -3.271 -3.723 -1.173
H -1.400 -4.157 -0.310
C -5.129 -0.933 -1.541
C -1.647 1.455 3.699
C 2.564 -1.171 -2.383
C -3.510 -2.667 -1.192
C 2.661 0.155 -1.719
C -1.547 1.354 2.321
C -4.799 -2.286 -1.499
O 5.694 2.867 -1.637
C 0.555 0.201 2.551
C -4.172 0.029 -1.290
C -1.176 -2.087 -0.536
C 2.263 2.058 -0.754
N -0.801 -3.351 -0.262
H 3.414 4.365 -0.277
C 1.335 3.071 -0.233
C -0.634 0.935 4.492
C 0.509 -3.353 0.155
C 0.472 0.315 3.931
H -2.334 1.776 1.707
H -2.499 1.939 4.155
H 1.524 -1.454 -2.512
O 1.659 4.177 0.115
N 1.715 0.830 -1.071
N -0.139 -1.272 -0.327
```

Summary:
spin multiplicity	2
HOMO-LUMO gap (spin up / spin down)	7.12 / 7.74	eV
highest occupied orbital energy (spin up / spin down)	-11.612 / -11.653	eV
LUMO level (spin up / spin down)	-4.49 / -3.91	eV
total charge	+1
F_max	0.8	eV/A

***

Formula: C42H36Br2InN6O6PS6
Source: OMol25
Level of theory: ωB97M-V/def2-TZVPD

Geometry as XYZ:
```
100
C42H36Br2InN6O6PS6 | OMol25 | ωB97M-V/def2-TZVPD
C -0.600 3.238 -0.637
C -1.859 2.117 0.908
N -0.584 -1.403 -1.077
C -1.041 -1.210 3.995
C -3.063 0.859 2.570
C 3.866 -3.443 -0.634
H 5.955 -0.696 2.441
S -1.082 -1.422 2.236
C -0.288 -0.179 4.528
H -4.541 1.021 -7.464
O -2.295 -2.118 1.895
C -0.269 -2.697 -1.042
C -3.661 0.460 -7.745
C -2.556 -3.281 -1.303
S 2.102 2.346 0.655
H 2.694 2.138 5.045
H -4.803 1.815 3.384
H -1.005 -4.729 -1.030
H 0.069 -1.931 8.568
H 0.162 -0.166 8.504
S 4.813 2.909 -0.432
C -0.651 -1.081 6.736
C -0.477 2.894 -5.403
C -1.613 -2.176 4.808
H -1.868 -2.845 6.825
C -2.428 1.079 -7.874
C 3.038 1.464 -1.777
O 3.317 -1.806 3.187
O 0.158 -2.101 1.916
C -1.985 0.952 1.713
H -2.960 1.657 -2.810
C -2.879 -1.940 -1.411
H 1.066 -5.010 -1.681
H -4.671 -1.437 -7.876
N -2.683 -1.644 -8.331
H 0.129 0.563 3.860
In 0.798 0.214 0.151
H 5.192 0.459 3.549
C 2.508 -2.789 3.832
S -2.233 2.833 -7.534
C -2.270 2.002 -3.575
C -1.846 -1.033 -1.268
H 4.931 -3.579 -0.514
C 1.694 -4.238 -1.261
C -0.088 -0.123 5.897
H -2.191 -2.971 4.354
Br 3.771 -6.153 -1.519
H -2.012 0.038 -1.309
H -1.398 -0.975 8.742
H -3.902 -1.618 -1.537
S 1.636 0.542 -2.220
C -3.730 -0.907 -7.981
N -0.823 2.147 0.047
H 3.857 -1.386 0.002
C -0.150 2.664 -4.073
H 1.592 2.097 3.645
H -3.198 -0.032 3.166
C 1.175 -3.003 -0.895
H 5.877 1.033 2.008
C -2.705 2.198 -4.877
O 2.814 0.426 3.961
C -2.768 3.189 1.054
S 4.388 1.396 -2.903
H -0.349 0.777 -8.337
N -0.959 0.030 1.579
C -1.242 -3.682 -1.138
H -0.675 -1.667 -8.740
C -3.982 1.917 2.686
H 3.318 2.368 3.394
C 3.267 -2.227 -0.341
H 2.235 -2.465 4.839
H -3.185 5.191 0.359
H -4.535 3.892 2.082
O 6.594 2.742 -2.372
C -1.429 4.372 -0.551
H -1.192 5.250 -1.136
H 0.866 2.817 -3.726
C -3.845 3.067 1.960
C 3.050 -4.457 -1.093
H 0.271 3.236 -1.276
C 2.591 1.833 4.003
P 2.756 -0.426 2.552
C 3.232 2.169 -0.643
O 4.119 0.027 1.808
Br -3.917 -4.575 -1.371
C -1.778 2.640 -5.810
C -1.421 -2.100 6.176
C -2.518 4.341 0.275
N -1.021 2.220 -3.177
H 3.112 -3.692 3.900
H 0.271 3.233 -6.106
H -3.729 1.996 -5.158
H 0.524 0.667 6.314
C -1.325 0.324 -8.240
C -1.510 -1.035 -8.459
N 1.961 -2.022 -0.445
C 5.357 0.213 2.501
C 5.501 2.423 -1.988
H 1.603 -2.993 3.266
C -0.440 -1.029 8.224
```

Summary:
HOMO-LUMO gap	6.09	eV
highest occupied orbital energy	-6.711	eV
LUMO level	-0.62	eV
total charge	0
F_max	1.0	eV/A

***

Formula: C22H24N2O2
Source: OMol25
Level of theory: ωB97M-V/def2-TZVPD

Geometry as XYZ:
```
50
C22H24N2O2 | OMol25 | ωB97M-V/def2-TZVPD
H 1.999 3.610 4.271
H 0.649 2.059 -1.377
H 0.520 1.224 1.423
C -0.837 0.462 -1.228
C 3.000 0.777 -1.237
H 1.861 2.064 5.099
H -0.453 2.280 5.159
C 3.909 -0.375 -1.311
C 5.917 -1.640 -1.377
O 3.319 1.947 -1.200
H 5.691 -3.764 -1.464
H -5.489 0.022 0.079
C -3.042 0.360 -2.190
H -4.095 -2.775 -2.742
H -0.345 3.828 4.332
C -0.039 2.775 4.273
H -2.707 -1.927 0.275
H 2.563 1.095 3.074
H 3.215 -3.682 -1.485
N -4.705 -1.280 -1.380
C 0.516 0.995 -1.244
C -1.197 -0.580 -0.359
C 5.289 -0.411 -1.321
H -6.657 -0.528 -1.129
C 1.640 0.236 -1.216
C 1.817 1.883 2.927
C -4.982 -2.478 -2.186
H 2.219 2.569 2.176
C -3.404 -0.681 -1.319
H -3.757 0.691 -2.921
H -0.864 2.856 2.258
C 5.181 -2.815 -1.433
C 1.740 -1.227 -1.335
H 6.993 -1.686 -1.365
H -6.112 -1.630 0.150
C 1.500 2.632 4.233
H -1.424 1.465 3.179
C -1.801 0.932 -2.133
C -0.554 2.103 2.989
O 0.839 -2.034 -1.426
C 3.801 -2.782 -1.436
C 3.171 -1.554 -1.367
H 5.843 0.511 -1.277
H -1.523 1.705 -2.829
H -5.278 -3.305 -1.543
H -0.446 -0.987 0.299
H -5.784 -2.277 -2.895
C -5.806 -0.829 -0.520
N 0.553 1.293 2.445
C -2.448 -1.127 -0.393
```

Summary:
HOMO-LUMO gap	7.18	eV
highest occupied orbital energy	-8.129	eV
LUMO level	-0.94	eV
total charge	0
SMILES string	CN(C)c1ccc(C=C2C(=O)c3ccccc3C2=O)cc1.C1CCNC1
F_max	1.6	eV/A